# C33H35BrF3N7O3PReS

A molecular structure, C33H35BrF3N7O3PReS (ωB97M-V/def2-TZVPD, the OMol25 dataset).

Structure (XYZ):
```
85
Properties=species:S:1:pos:R:3:mulliken_charge:R:1
Re 0.477 0.341 -0.007 1.086
O -3.804 -0.392 0.003 -0.706
C -4.131 0.560 0.944 0.375
C -5.426 1.043 0.946 -0.576
C -5.802 1.985 1.893 -0.441
C -4.896 2.444 2.842 -0.811
C -3.602 1.958 2.830 -0.970
C -3.200 1.018 1.881 0.740
C -1.770 0.599 1.824 -0.444
O -1.154 0.958 0.573 0.088
N -1.619 -0.846 1.811 -0.359
N -0.402 -1.298 1.295 0.086
C 0.040 -2.389 1.809 -0.440
C 1.146 -3.197 1.368 0.175
Br 1.731 -2.916 -0.415 -0.078
C 1.677 -4.209 2.076 -0.727
C 1.430 -4.506 3.483 0.518
C 1.492 -5.843 3.891 -0.538
C 1.241 -6.182 5.208 -0.620
C 0.963 -5.189 6.139 -0.438
C 0.941 -3.854 5.756 -0.694
C 1.174 -3.511 4.435 -0.289
H -2.962 -0.773 0.276 0.473
H -6.137 0.656 0.228 0.475
H -6.818 2.355 1.896 0.430
H -5.196 3.178 3.576 0.449
H -2.884 2.312 3.562 0.440
H -1.213 1.093 2.630 0.332
H -1.952 -1.328 2.636 0.348
H -0.501 -2.809 2.655 0.716
H 2.346 -4.886 1.555 0.455
H 1.714 -6.616 3.166 0.417
H 1.271 -7.219 5.513 0.418
H 0.791 -5.455 7.174 0.414
H 0.764 -3.083 6.493 0.427
H 1.234 -2.465 4.157 0.547
O 2.215 0.177 -0.899 0.082
N 3.405 0.123 -0.233 0.211
C 4.523 -0.032 -0.989 -0.402
C 5.737 -0.086 -0.376 -0.812
C 5.799 0.020 1.024 -0.327
C 4.650 0.181 1.757 -0.983
C 3.409 0.236 1.107 0.876
S 1.902 0.438 1.908 -0.447
H 4.359 -0.108 -2.053 0.529
H 6.627 -0.206 -0.976 0.474
H 6.756 -0.022 1.527 0.459
H 4.670 0.274 2.834 0.514
C -1.752 -1.736 -4.645 -0.762
N -2.416 -0.444 -4.119 0.098
C -1.849 0.744 -4.927 -0.747
N -0.430 0.764 -4.857 0.209
C 0.141 -0.490 -5.347 -0.822
N -0.339 -1.630 -4.564 0.228
C 0.176 -1.656 -3.198 -1.263
P -0.383 -0.153 -2.276 1.798
C -2.191 -0.277 -2.643 -1.483
C 0.071 1.125 -3.531 -1.496
H -2.076 -1.839 -5.680 0.371
H -2.140 -2.561 -4.050 0.374
H -3.423 -0.503 -4.285 0.397
H -2.289 1.649 -4.511 0.390
H -2.193 0.604 -5.951 0.351
H 1.226 -0.441 -5.292 0.384
H -0.147 -0.630 -6.389 0.329
H 1.266 -1.682 -3.213 0.421
H -0.168 -2.554 -2.683 0.473
H -2.725 0.607 -2.294 0.395
H -2.627 -1.136 -2.133 0.556
H 1.158 1.217 -3.557 0.400
H -0.332 2.096 -3.235 0.554
F 2.292 7.127 -0.337 -0.257
C 1.040 6.727 -0.543 0.658
F 0.257 7.242 0.406 -0.224
F 0.629 7.182 -1.730 -0.223
C 0.940 5.210 -0.522 0.359
C -0.297 4.604 -0.685 -1.225
C -0.375 3.232 -0.663 -0.293
N 0.706 2.438 -0.484 0.504
C 1.900 3.042 -0.348 -0.249
C 2.055 4.414 -0.363 -0.893
H -1.195 5.191 -0.820 0.501
H -1.326 2.735 -0.774 0.713
H 2.762 2.406 -0.242 0.407
H 3.039 4.845 -0.241 0.616
```

For the relative energy (zero: lowest compared OMol25 entry of this formula, charge and spin), the calculation gives 1.3714 eV. Its HOMO-LUMO gap (spin up / spin down) is 5.888 / 5.819 eV. As for the spin multiplicity: 2. The charge is +3. The calculation puts the LUMO energy (spin up / spin down) at -9.4 / -9.5 eV.